188
Properties=species:S:1:pos:R:3:forces:R:3 method="wB97M-V/def2-TZVPD" e_tot_ha=-6559.54427 homo_ev=-4.8 largest_force_ev_per_a=1.043 e_lumo_ev=-0.13
Ti -0.304268 -0.510090 1.033991 -0.9 -0.4 -0.1
C 2.947077 4.624240 5.654365 0.0 0.0 0.0
C 2.634365 5.125137 4.244444 0.0 0.0 0.0
C 3.927862 5.686220 3.637666 0.0 0.0 0.0
C 1.592004 6.246647 4.346749 0.0 0.0 0.0
C 2.085276 4.014185 3.349186 0.0 0.1 0.0
C 1.802130 2.739762 3.812810 -0.1 0.0 0.0
C 1.253207 1.771477 2.978814 0.1 0.2 0.0
C 0.787043 0.496099 3.638060 0.1 -0.1 0.0
N 0.954570 -0.774951 2.880388 0.1 0.1 -0.1
C 2.369902 -0.967119 2.465544 0.0 0.0 0.0
C 2.518507 -1.594706 1.059986 0.0 0.0 0.0
N 1.244298 -2.099413 0.515116 0.0 0.2 0.0
C 0.903220 -3.419059 1.103707 0.1 0.0 -0.1
C -0.593802 -3.555805 1.236192 0.0 0.1 0.0
N -1.186365 -2.379856 1.914023 0.1 0.0 0.0
C -0.952055 -2.348715 3.365695 0.0 -0.1 0.0
C 0.458116 -1.895095 3.730272 0.0 0.1 0.0
C -2.643429 -2.404107 1.588965 0.1 -0.1 0.0
C -3.451363 -1.340128 2.267611 -0.1 0.1 0.1
C -4.702501 -1.672656 2.772279 0.0 0.0 -0.1
C -5.504896 -0.726923 3.387529 0.0 0.0 0.0
C -5.005913 0.569750 3.478606 0.1 0.1 -0.1
C -3.765749 0.971781 2.984236 -0.2 -0.1 0.0
C -2.976684 -0.033154 2.392413 0.2 0.1 -0.1
O -1.716989 0.234288 1.960775 -0.1 -0.1 0.1
C -3.333096 2.436208 3.158911 0.0 0.0 0.0
C -2.521363 2.979149 1.979617 0.0 0.0 -0.1
C -4.557883 3.359730 3.296433 0.0 0.0 0.1
C -2.499061 2.559068 4.442221 0.0 0.0 0.0
C -6.884612 -1.049112 3.961579 0.0 0.0 0.0
C -7.278714 -2.506205 3.722577 0.0 0.0 0.0
C -7.939852 -0.151395 3.302225 0.0 0.0 0.0
C -6.872729 -0.790194 5.474716 0.0 0.0 0.0
C 1.340313 -2.272464 -0.974605 -0.1 -0.1 0.1
C 0.853266 -1.159612 -1.850677 0.1 0.1 -0.1
C 1.573345 -0.817546 -2.982730 0.0 0.1 0.1
C 1.028041 0.020523 -3.942036 0.0 0.0 0.0
C -0.267517 0.485942 -3.728194 0.0 0.1 0.1
C -1.031483 0.193332 -2.599797 0.1 -0.1 -0.1
C -0.426569 -0.650589 -1.662814 -0.2 -0.2 0.0
O -1.065677 -1.047637 -0.512799 0.2 0.5 -0.1
C -2.481617 0.690595 -2.522933 0.0 0.0 0.0
C -3.357714 -0.322166 -3.275600 0.0 0.0 0.0
C -3.018810 0.837940 -1.092264 0.0 0.0 0.0
C -2.627446 2.071661 -3.180489 0.0 0.0 0.0
C 1.834017 0.467227 -5.160218 0.0 0.0 0.0
C 2.500933 1.810579 -4.830490 0.0 0.1 0.0
C 0.937278 0.633986 -6.391754 0.0 0.0 -0.1
C 2.927024 -0.551064 -5.510244 0.0 0.0 0.0
C 1.044964 2.068532 1.625399 -0.1 -0.3 -0.2
O 0.570114 1.079720 0.834876 0.3 -0.2 0.1
C 1.297106 3.351690 1.109878 0.1 0.1 0.2
C 1.806097 4.283410 2.013622 0.0 -0.1 -0.1
C 0.953204 3.848623 -0.306194 0.0 0.0 0.0
C -0.356101 4.654106 -0.221740 0.0 0.0 0.0
C 2.049484 4.798678 -0.824516 0.0 0.0 0.0
C 0.737679 2.752787 -1.352825 0.0 0.0 0.0
H 3.361480 5.440407 6.249053 0.0 0.0 0.0
H 3.680363 3.814394 5.641885 0.0 0.0 0.0
H 2.051184 4.267556 6.166425 0.0 0.0 0.0
H 4.331847 6.478326 4.272282 0.0 0.0 0.0
H 3.761710 6.107475 2.645236 0.0 0.0 0.0
H 4.684171 4.900868 3.550915 -0.1 0.2 0.0
H 1.958634 7.048821 4.991778 0.0 0.0 0.0
H 0.657645 5.868723 4.766668 0.0 0.0 0.0
H 1.369064 6.677376 3.369168 0.0 0.0 0.0
H 1.974346 2.482798 4.850352 0.0 0.0 0.0
H -0.280196 0.567270 3.848685 0.0 0.0 0.1
H 1.310008 0.400083 4.596535 0.0 0.0 0.0
H 2.888401 -1.548794 3.232680 0.0 0.0 0.0
H 2.841641 0.015188 2.439153 0.0 0.0 0.0
H 3.256426 -2.405630 1.079401 0.0 0.0 0.0
H 2.879828 -0.835243 0.371498 0.0 0.0 0.0
H 1.428246 -3.529192 2.047456 0.0 0.0 0.0
H 1.278137 -4.213748 0.453242 0.0 0.0 0.0
H -0.858362 -4.471276 1.778409 0.0 0.0 0.0
H -1.039616 -3.602995 0.231154 0.0 0.0 0.0
H -1.137734 -3.339483 3.799956 0.0 0.0 0.0
H -1.677772 -1.664820 3.802564 0.0 0.0 0.0
H 1.165733 -2.713552 3.662358 0.0 0.0 0.0
H 0.464979 -1.574368 4.775901 0.0 0.0 0.0
H -3.042863 -3.385940 1.869979 0.0 0.0 0.0
H -2.703250 -2.346144 0.496990 0.0 0.0 0.0
H -5.039580 -2.694771 2.659362 0.0 0.0 0.0
H -5.625808 1.313970 3.957162 0.0 0.0 0.0
H -3.111045 2.959932 1.059194 0.0 0.0 0.0
H -1.603210 2.428575 1.804474 0.0 0.0 0.0
H -2.259803 4.019604 2.187650 0.0 0.0 0.0
H -5.301697 3.153805 2.525007 0.0 0.0 0.0
H -4.234834 4.396362 3.187581 0.0 0.0 0.0
H -5.041880 3.277367 4.271130 0.0 0.0 0.0
H -1.538187 2.053999 4.338376 0.0 0.0 0.0
H -3.026864 2.126771 5.294765 0.0 0.0 0.0
H -2.294653 3.610639 4.660627 0.0 0.0 0.0
H -7.331342 -2.741507 2.657816 0.0 0.0 0.0
H -8.264197 -2.691992 4.153856 0.0 0.0 0.0
H -6.578821 -3.200175 4.192564 0.0 0.0 0.0
H -7.950453 -0.294739 2.220186 0.0 0.0 0.0
H -7.753909 0.905294 3.499472 0.0 0.0 0.0
H -8.932882 -0.392406 3.689111 0.0 0.0 0.0
H -6.113164 -1.401104 5.967068 0.0 0.0 0.0
H -7.843944 -1.035137 5.911363 0.0 0.0 0.0
H -6.659426 0.256410 5.698493 0.0 0.0 0.0
H 0.714034 -3.134992 -1.224170 0.0 0.0 0.0
H 2.380669 -2.508876 -1.215993 0.0 -0.1 -0.1
H 2.570075 -1.222026 -3.096557 0.0 0.0 0.0
H -0.708006 1.124285 -4.478801 0.0 0.0 0.0
H -3.225432 -1.326077 -2.865492 0.0 0.0 0.0
H -3.095458 -0.350681 -4.335872 0.0 0.0 0.0
H -4.411510 -0.042329 -3.188136 0.0 0.0 0.0
H -3.251083 -0.122875 -0.639143 0.0 0.0 0.0
H -3.939207 1.427073 -1.124459 0.0 0.0 0.0
H -2.318419 1.364412 -0.438215 0.0 0.0 -0.1
H -2.370578 2.073435 -4.239343 0.0 0.0 0.0
H -2.014015 2.824972 -2.676244 0.0 -0.1 0.0
H -3.671650 2.382866 -3.109411 0.0 0.0 0.0
H 1.753804 2.599888 -4.715880 0.0 0.0 0.0
H 3.191317 2.106050 -5.626119 0.0 0.0 0.0
H 3.064630 1.741041 -3.896459 0.0 0.0 0.0
H 0.205729 1.433410 -6.268469 0.0 0.0 0.0
H 0.399378 -0.290194 -6.614423 0.0 0.0 0.0
H 1.549787 0.890465 -7.259237 0.0 0.0 0.0
H 3.729821 -0.555999 -4.769679 0.0 0.0 0.0
H 3.375077 -0.289452 -6.471112 0.0 0.0 0.0
H 2.521373 -1.561924 -5.584643 0.0 0.0 0.0
H 1.982488 5.285804 1.648444 0.0 0.0 0.0
H -0.301203 5.432076 0.543070 0.0 0.0 0.0
H -1.202064 4.006363 0.008581 0.0 0.0 0.0
H -0.552291 5.133643 -1.184343 0.0 0.0 0.0
H 2.029312 5.768638 -0.325355 0.0 0.0 0.0
H 1.880926 4.984581 -1.887042 0.0 0.0 0.0
H 3.047934 4.374894 -0.709474 0.0 0.0 0.0
H -0.122579 2.133371 -1.118122 0.0 0.1 0.0
H 0.541785 3.231790 -2.316277 0.0 0.0 0.0
H 1.590727 2.082212 -1.475403 0.0 0.0 0.0
C -1.381312 -4.655037 -7.935507 0.0 0.0 0.0
C -0.704176 -4.110425 -6.684760 0.1 0.0 0.0
C -1.520962 -4.325210 -5.413875 -0.1 0.0 0.0
C -0.854592 -3.785272 -4.155492 0.1 0.2 0.0
Ge -1.842286 -3.915996 -2.381089 -0.1 -0.2 0.1
C -1.218739 -5.771139 -1.786838 0.1 0.0 0.1
C -1.498015 -6.970997 -2.681144 -0.1 0.1 -0.1
C -1.005774 -8.308274 -2.134700 0.0 0.0 0.1
C -1.327814 -9.481332 -3.051150 0.0 0.0 0.0
H -0.787667 -4.484823 -8.836397 0.0 0.0 0.0
H -2.356043 -4.184306 -8.086009 0.0 0.0 0.0
H -1.552264 -5.730911 -7.848523 0.0 0.0 0.0
H -0.510859 -3.037734 -6.805162 0.0 0.0 0.0
H 0.278744 -4.579091 -6.559877 0.0 0.0 0.0
H -1.735762 -5.393254 -5.297505 0.0 0.0 0.0
H -2.501412 -3.848537 -5.535242 0.0 0.0 0.0
H -0.629043 -2.720812 -4.312709 0.1 0.0 0.0
H 0.118166 -4.280990 -4.015944 0.0 0.0 0.0
H -3.262379 -4.387421 -2.942166 0.0 0.0 0.0
H -1.657882 -5.947254 -0.793305 0.0 0.0 0.0
H -0.129296 -5.701455 -1.625409 0.0 0.0 0.0
H -1.037668 -6.803862 -3.662485 0.0 0.0 0.0
H -2.576778 -7.031918 -2.868639 0.0 0.0 0.0
H -1.452187 -8.475485 -1.147679 0.0 0.0 0.0
H 0.076503 -8.251973 -1.970025 0.0 0.0 0.0
H -2.407914 -9.600900 -3.164934 0.0 0.0 0.0
H -0.926505 -10.424698 -2.674156 0.0 0.0 0.0
H -0.913983 -9.318994 -4.049599 0.0 0.0 0.0
O 3.523139 0.481238 -0.923472 0.1 0.0 -0.2
S 4.159319 1.778926 -0.563873 -0.2 0.2 0.1
C 4.977060 1.510019 1.007811 0.0 -0.1 -0.1
C 5.467144 0.246622 1.311351 0.1 0.1 0.0
C 6.034332 0.030805 2.556599 0.0 0.0 0.0
C 6.102879 1.069623 3.480398 0.0 0.0 0.0
C 5.595883 2.322000 3.168691 0.0 0.0 0.0
C 5.017321 2.545950 1.925266 0.0 0.0 0.0
C 5.584745 1.942763 -1.630878 0.0 -0.1 0.1
C 6.006379 0.843003 -2.359403 0.0 0.1 0.0
C 7.078195 0.989799 -3.226492 0.0 0.0 0.0
C 7.705949 2.221619 -3.356225 0.0 0.0 0.0
C 7.262564 3.318235 -2.628681 0.0 0.0 0.0
C 6.184939 3.184949 -1.764702 0.1 0.0 0.0
H 5.389344 -0.547370 0.578853 0.0 0.0 0.0
H 6.427337 -0.946114 2.808105 0.0 0.0 0.0
H 6.547846 0.896753 4.451947 0.0 0.0 0.0
H 5.637704 3.122377 3.897130 0.0 -0.1 0.0
H 4.579211 3.508653 1.685122 0.0 0.0 0.0
H 5.473244 -0.094796 -2.264794 0.0 0.0 0.0
H 7.417248 0.143561 -3.809905 0.0 0.0 0.0
H 8.538845 2.332062 -4.038574 0.0 0.0 0.0
H 7.743169 4.280712 -2.745159 0.0 0.0 0.0
H 5.814273 4.038609 -1.208534 0.0 0.0 0.0